1.
{
  "formula": "C3H4N2O2",
  "method": "ωB97M-V/def2-TZVPD",
  "species": ["C", "C", "C", "H", "H", "H", "H", "N", "N", "O", "O"],
  "xyz": [[-0.397, -0.876, 0.236], [0.458, -0.641, 1.178], [0.647, 1.169, -0.246], [-1.847, -2.266, 0.816], [0.945, -1.097, 2.108], [0.511, 2.042, -1.771], [-0.741, 0.202, -1.569], [1.222, 1.942, -1.061], [-0.507, 0.449, -0.614], [-1.461, -1.511, 0.043], [1.170, 0.587, 0.881]],
  "atomic_forces_ev_per_a": [[-0.151, 5.600, -1.247], [4.090, 1.149, 2.378], [-0.079, -2.684, -1.655], [2.301, 3.483, -3.205], [-1.395, 0.358, -1.763], [0.241, 0.553, -0.640], [0.520, 0.603, -0.034], [0.408, 0.979, 1.181], [0.302, -3.362, 3.033], [-5.683, -6.892, 2.093], [-0.556, 0.214, -0.142]],
  "e_tot_ev": -10247.7512,
  "total_charge": 0,
  "de_lowest_kj_mol": 435.52,
  "lumo_energy_ev": -0.14,
  "smiles": "[H]/N=c1\\[nH]c(O)co1",
  "homo_energy_ev": -8.412,
  "largest_force_ha_per_bohr": 0.178
}

=====

2.
{
  "formula": "C4H6N2O",
  "method": "ωB97M-V/def2-TZVPD",
  "species": ["C", "C", "C", "C", "N", "N", "O", "H", "H", "H", "H", "H", "H"],
  "xyz": [[-0.747, -0.041, -0.849], [-0.209, -2.139, -0.475], [0.130, -0.153, 0.220], [0.993, 1.437, 1.393], [0.512, -1.425, 0.398], [-0.988, -1.349, -1.289], [0.927, 2.586, 0.578], [-1.215, 0.789, -1.375], [-0.102, -3.117, -0.724], [0.220, 1.445, 2.271], [2.075, 1.164, 1.559], [-1.609, -1.746, -2.065], [0.014, 2.550, 0.359]],
  "atomic_forces_ev_per_a": [[-0.451, -0.026, -0.175], [0.185, 3.307, 0.073], [1.182, 3.113, 0.792], [-1.682, -2.101, -1.464], [-1.032, -1.452, -0.475], [0.089, -0.548, 0.068], [0.811, -1.323, 1.266], [0.184, -0.164, 0.420], [0.321, -2.821, -0.138], [1.904, -0.107, -1.490], [-1.577, 0.057, 0.103], [1.390, 1.293, 1.750], [-1.323, 0.773, -0.732]],
  "e_tot_ev": -9269.6960,
  "total_charge": 0,
  "de_lowest_kj_mol": 367.21,
  "lumo_energy_ev": 0.81,
  "homo_energy_ev": -8.617,
  "largest_force_ha_per_bohr": 0.067
}

=====

3.
{
  "formula": "C30H68N2O14V",
  "method": "ωB97M-V/def2-TZVPD",
  "species": ["V", "C", "C", "O", "O", "H", "H", "H", "C", "C", "O", "O", "H", "H", "H", "C", "C", "O", "O", "H", "H", "H", "H", "H", "H", "C", "C", "O", "O", "H", "H", "H", "H", "H", "H", "C", "C", "O", "O", "H", "H", "H", "H", "H", "H", "C", "C", "O", "O", "H", "H", "H", "H", "H", "H", "C", "C", "C", "C", "C", "C", "N", "O", "C", "C", "C", "H", "H", "H", "H", "H", "H", "H", "H", "H", "H", "H", "H", "H", "H", "H", "H", "H", "H", "H", "C", "C", "C", "C", "C", "C", "N", "O", "C", "C", "C", "H", "H", "H", "H", "H", "H", "H", "H", "H", "H", "H", "H", "H", "H", "H", "H", "H", "H", "H"],
  "xyz": [[1.837, 0.844, 4.293], [-0.693, 1.257, 1.156], [0.017, 1.121, 2.464], [0.214, 0.012, 3.045], [0.542, 2.105, 3.062], [-0.654, 0.331, 0.586], [-0.147, 1.932, 0.488], [-1.667, 1.734, 1.225], [0.180, 0.072, 7.909], [0.495, 0.304, 6.474], [1.045, -0.552, 5.718], [0.373, 1.437, 5.898], [-0.876, 0.331, 8.007], [0.822, 0.726, 8.490], [0.277, -0.995, 8.093], [3.335, -1.110, 2.355], [4.034, 0.209, 2.048], [3.113, 1.297, 2.394], [2.665, -1.040, 3.610], [4.092, -1.893, 2.342], [2.599, -1.262, 1.562], [4.273, 0.216, 0.988], [4.876, 0.364, 2.723], [3.479, 2.081, 1.926], [2.892, -1.842, 4.106], [-3.662, -0.753, 2.912], [-4.259, 0.598, 3.219], [-4.478, 0.689, 4.626], [-4.413, -1.863, 3.404], [-2.639, -0.797, 3.299], [-3.624, -0.974, 1.842], [-5.187, 0.893, 2.719], [-3.589, 1.361, 2.802], [-3.854, 1.315, 5.003], [-4.671, -1.695, 4.322], [-1.025, -2.738, 4.692], [0.212, -3.567, 4.931], [1.150, -3.540, 3.848], [-2.046, -3.509, 4.077], [-0.792, -1.812, 4.163], [-1.405, -2.409, 5.670], [0.005, -4.613, 5.179], [0.745, -3.241, 5.826], [0.676, -3.821, 3.057], [-2.824, -2.952, 3.895], [3.174, 5.252, 1.736], [1.665, 5.255, 1.937], [1.341, 5.256, 3.304], [3.680, 3.959, 2.107], [3.728, 6.006, 2.296], [3.363, 5.454, 0.681], [1.317, 4.337, 1.438], [1.066, 5.997, 1.404], [1.069, 4.408, 3.663], [3.565, 3.987, 3.067], [-3.012, -0.179, -4.846], [-2.446, -0.813, -3.548], [-1.767, 0.241, -2.690], [-2.751, 1.097, -1.888], [-3.641, 0.177, -1.040], [-4.451, -0.794, -1.924], [-3.536, -1.471, -2.808], [-4.045, -2.622, -3.402], [-5.140, -1.732, -0.913], [-5.642, -0.123, -2.686], [-1.442, -1.887, -4.007], [-2.152, 0.204, -5.410], [-3.629, 0.689, -4.633], [-3.416, -0.942, -5.510], [-1.052, -0.131, -1.955], [-1.185, 0.973, -3.258], [-3.375, 1.748, -2.512], [-2.224, 1.888, -1.340], [-4.322, 0.758, -0.420], [-2.993, -0.453, -0.426], [-5.444, -1.157, -0.034], [-6.112, -2.059, -1.286], [-4.508, -2.567, -0.614], [-5.236, 0.559, -3.437], [-6.090, -0.895, -3.315], [-6.378, 0.377, -2.063], [-1.235, -2.575, -3.190], [-0.590, -1.419, -4.496], [-1.870, -2.440, -4.847], [-4.499, -2.340, -4.216], [1.657, 0.292, -1.377], [2.785, -0.016, -2.373], [3.223, -1.499, -2.235], [3.874, -2.061, -3.519], [2.990, -1.680, -4.699], [2.737, -0.194, -4.985], [2.276, 0.335, -3.706], [1.782, 1.648, -3.801], [4.081, 0.504, -5.398], [1.672, -0.086, -6.074], [4.013, 0.869, -2.063], [1.226, 1.280, -1.525], [2.140, 0.385, -0.391], [0.926, -0.506, -1.277], [3.951, -1.563, -1.421], [2.341, -2.034, -1.878], [3.881, -3.145, -3.440], [4.868, -1.634, -3.645], [2.016, -2.160, -4.546], [3.308, -2.157, -5.634], [4.081, 0.641, -6.479], [4.216, 1.498, -4.965], [4.917, -0.117, -5.082], [1.928, -0.608, -6.998], [0.816, -0.665, -5.728], [1.450, 0.956, -6.285], [3.849, 1.934, -2.234], [4.914, 0.558, -2.595], [4.298, 0.739, -1.013], [2.556, 2.211, -4.002]],
  "atomic_forces_ev_per_a": [[-5.247, -1.816, -1.299], [0.676, 0.346, -0.709], [0.387, -0.340, 0.706], [0.940, -0.061, -0.055], [1.272, 0.925, 0.606], [-0.653, -0.274, 0.420], [0.272, 0.234, 0.461], [-0.267, -0.442, 0.245], [-0.908, -0.409, -1.156], [0.933, 1.244, -1.363], [1.467, -0.502, -0.338], [0.868, 0.557, -0.008], [0.126, 0.223, 0.447], [-0.096, -0.126, 0.279], [0.283, 0.107, 0.400], [0.256, 0.832, -1.133], [-0.655, -0.190, 1.428], [0.327, -0.893, -0.099], [0.957, 0.636, 0.437], [-0.195, -0.177, 0.054], [-0.132, -0.322, 0.216], [0.238, 0.280, 0.041], [0.437, -0.254, -0.473], [-0.755, 0.543, 0.600], [-0.752, 0.076, 0.255], [-0.425, -0.723, -0.584], [-0.096, 0.527, -0.275], [0.284, 0.255, -0.079], [0.069, 0.139, 0.482], [0.056, 0.163, 0.092], [0.145, 0.467, -0.051], [-0.236, -0.896, 0.022], [0.396, 0.024, 0.521], [-0.069, -0.050, 0.048], [-0.015, 0.191, -0.137], [-0.826, 0.047, 0.872], [0.513, -0.543, 0.278], [0.022, 0.184, -0.066], [0.363, 0.068, -0.391], [0.218, -0.202, -0.318], [0.137, -0.028, 0.197], [-0.593, 0.074, -0.292], [0.072, 0.501, -0.279], [0.049, -0.043, 0.057], [0.106, -0.197, -0.061], [-0.523, 0.514, -0.800], [-0.277, -1.101, -0.424], [0.144, 0.485, 0.693], [0.040, 0.168, 0.325], [-0.310, 0.126, 0.174], [0.246, -0.411, -0.035], [0.084, -0.168, 0.288], [0.605, 0.667, 0.279], [-0.216, -0.238, -0.536], [0.201, -0.255, -0.040], [1.552, 0.456, 0.140], [-0.620, -0.448, -1.157], [-0.177, 1.448, 0.667], [-0.602, 0.208, -0.021], [0.545, 0.604, -1.017], [-1.421, 0.594, 0.699], [1.255, -0.345, 1.422], [-0.200, 0.252, -0.462], [-0.318, -0.104, -0.141], [1.431, 0.036, -0.968], [-0.721, 0.174, -0.522], [-0.050, 0.076, -0.001], [-0.406, -0.254, -0.253], [-0.641, 0.147, 0.165], [-0.116, -0.688, -0.165], [0.089, -0.520, -0.587], [-0.161, -0.473, -0.369], [0.234, -0.481, 0.484], [-0.080, -0.107, 0.122], [-0.059, 0.038, 0.259], [0.361, 0.062, 0.118], [0.292, -0.570, -0.240], [-0.088, -0.041, -0.010], [-0.229, 0.413, 0.339], [-0.402, -0.096, 0.371], [-0.031, -0.110, 0.103], [0.433, 0.030, -0.056], [0.381, 0.127, 0.719], [-0.221, -0.312, 0.353], [-0.074, -0.110, 0.089], [1.130, 0.236, 1.071], [0.546, 0.992, -0.419], [-0.024, 0.600, -0.305], [-1.223, 0.763, 0.287], [-0.569, -0.837, -0.863], [1.614, -0.115, 0.859], [-1.804, -1.012, -0.351], [0.807, 0.091, 0.070], [-0.715, -0.272, -0.358], [-0.109, -0.392, 0.442], [0.367, -0.239, 0.632], [-0.273, -0.201, -0.404], [-0.085, -0.202, 0.105], [-0.175, 0.087, -0.405], [-0.042, 0.122, 0.105], [0.044, -0.484, -0.510], [0.486, -0.048, -0.080], [0.202, -0.319, 0.126], [-0.118, 0.203, 0.214], [0.446, 0.161, 0.080], [0.347, -0.119, -0.025], [-0.124, -0.032, 0.083], [0.182, 0.148, -0.179], [0.611, 0.244, 0.029], [-0.350, 0.581, 0.094], [-0.324, -0.060, -0.041], [-0.091, -0.028, -0.009], [-0.210, 0.010, -0.359], [-0.136, 0.205, 0.042], [-0.307, -0.033, 0.062]],
  "e_tot_ev": -89536.3702,
  "total_charge": 1,
  "lumo_energy_ev": [-4.97, -4.40],
  "multiplicity": 3,
  "s_squared": 2.036,
  "homo_energy_ev": [-9.618, -9.618],
  "largest_force_ha_per_bohr": 0.111
}